Formula: C6H10
Source: the Open Molecules 2025 dataset
Level of theory: wB97M-V/def2-TZVPD

Properties
* energy relative to the best compared isomer or geometry (same formula, charge and spin): 4.6821 eV
* highest occupied orbital energy: -8.30 eV
* largest force on an atom: 1.94 eV Å⁻¹

Each line ends with the Mulliken charge.
Positions of all 16 atoms, in Å:
H1 1.1994 -0.8445 2.2155  0.321
H2 1.1259 0.8216 2.8015  0.344
C1 -2.7067 -0.8433 -0.9752  -0.460
C2 0.6159 -0.2358 -0.4953  -0.499
C3 -1.6707 -0.3881 -1.5493  -0.110
C4 0.3985 0.5808 0.7750  -0.382
H3 2.3820 0.3453 1.6479  0.317
C5 -0.3890 0.1552 -1.5845  -0.492
H4 0.5144 -1.3104 -0.2626  0.350
H5 0.5228 1.6415 0.5217  0.308
H6 -0.0012 0.7225 -2.4210  0.452
H7 -3.0254 -1.8642 -1.1343  0.230
C6 1.3296 0.2035 1.9215  -1.230
H8 -1.5369 0.9122 -1.5467  0.177
H9 -0.6476 0.4471 1.0777  0.338
H10 1.6439 -0.0971 -0.8651  0.337

***

Formula: C33H40CaN8O5
Source: the Open Molecules 2025 dataset
Level of theory: wB97M-V/def2-TZVPD

Properties
* net charge: -2
* highest occupied orbital energy (spin up / spin down): -0.65 / 0.15 eV
* largest force on an atom: 1.89 eV Å⁻¹

Each line ends with the Mulliken charge.
Positions of all 87 atoms, in Å:
H1 1.0025 -1.3158 4.4934  0.490
H2 1.9655 -3.7928 1.8385  0.498
H3 -4.7876 1.7328 -4.5999  0.198
H4 1.2484 -6.3787 -2.3966  0.362
H5 3.1954 -1.9089 0.0789  0.115
C1 -4.8560 -0.9069 -0.3823  -0.562
C2 1.4288 -0.5245 3.8705  -2.351
C3 -0.1328 -4.2284 -0.1651  1.217
C4 0.9942 -0.3329 -3.3205  0.176
O1 0.5193 -0.6370 -2.1977  -0.562
H6 3.0185 -1.7200 -1.6622  0.138
H7 2.5157 -0.6301 3.8995  0.331
C5 2.1441 -4.5517 -1.7004  -0.788
N1 -2.4688 -0.5661 -0.2285  -0.250
C6 0.0168 -5.3353 -0.9803  -0.837
C7 0.1334 1.6173 2.5494  -1.898
H8 2.2719 3.1871 -1.5810  0.597
C8 -0.2309 3.4240 -0.2297  -0.444
C9 -2.8465 1.3635 -3.7878  -0.318
H9 2.0211 4.3158 3.4121  0.399
H10 3.9808 1.5303 -1.3439  0.516
C10 -2.5760 -1.2206 0.9266  -1.470
H11 3.1677 1.4744 3.0125  0.309
N2 -4.9538 -1.5465 0.7590  -0.803
C11 3.1595 -2.4473 -0.8650  -1.425
H12 2.4969 1.3232 1.3859  -0.261
C12 1.2702 2.4451 2.7211  1.965
C13 1.1456 -5.5060 -1.7615  -0.844
C14 2.0296 -3.4318 -0.8955  1.847
C15 2.2622 2.3790 -2.3158  -1.322
C16 -3.6308 0.2816 -2.1527  0.122
H13 -2.6563 1.1714 1.8945  0.133
H14 -3.8180 -2.2298 2.3656  0.370
H15 4.1128 -2.9528 -1.0307  0.548
O2 -1.6591 4.5808 -1.8361  -0.963
N3 0.8849 2.0700 -2.6320  1.189
C17 0.9053 -0.6118 2.4445  0.732
H16 -0.2023 1.1697 -4.1692  0.146
N4 0.1965 0.3967 1.9292  1.648
H17 -1.6437 -1.3542 1.4565  0.806
C18 0.0998 3.2878 -2.7834  -1.262
C19 -2.3260 1.2292 2.9324  -1.175
H18 -1.1073 -3.6518 1.6516  0.125
H19 -2.1538 3.6849 3.9945  0.331
C20 -1.1955 3.3393 3.6250  -0.895
H20 2.8191 2.7240 -3.2157  0.308
H21 -3.1378 1.6300 3.5395  0.453
H22 0.7726 3.0422 -0.0648  -0.618
H23 -1.7554 -5.1243 0.9068  0.471
H24 -5.7761 -0.7632 -0.9373  0.444
C21 0.8027 1.1527 -3.7513  -0.523
H25 3.2177 2.8571 1.9266  0.511
H26 -0.1666 5.1248 4.2285  0.338
H27 -0.5869 3.2072 -3.6298  0.225
O3 -1.1470 2.4720 -0.7439  -0.571
C22 3.0123 1.1755 -1.7289  -0.723
C23 2.6169 1.9989 2.2296  -1.310
N5 0.6423 -2.0560 0.5510  1.967
H28 1.1598 0.4318 4.3161  0.469
C24 -1.3501 -4.1320 0.7067  -1.329
H29 0.7448 4.1592 -2.9936  0.413
N6 -4.1843 1.2756 -3.9370  0.085
N7 -2.4633 0.7421 -2.7161  0.108
C25 -1.1082 2.0944 3.0334  1.428
C26 -0.7930 3.6957 -1.5774  1.271
H30 -0.7667 -6.0858 -0.9900  0.394
H31 1.2970 -3.2623 3.3859  0.416
H32 3.0417 -4.6811 -2.2941  0.369
H33 3.2079 0.4442 -2.5279  0.280
H34 -2.1224 -3.5366 0.2209  0.254
O4 1.5691 -1.0834 -4.1105  -0.847
C27 0.8515 -3.2155 -0.1452  -2.275
Ca1 -0.6060 0.4469 -0.8409  3.509
N8 -4.7154 0.5882 -2.8908  -0.936
H35 2.8390 -2.6097 2.8247  0.387
C28 -0.0808 4.1494 3.7691  -0.881
C29 1.1085 -1.8265 1.7659  0.171
H36 1.6366 0.0119 -1.0081  -0.765
C30 -3.7623 -1.6990 1.4231  -0.510
C31 1.1407 3.6920 3.3073  -0.861
H37 -0.6191 3.9956 0.6118  0.266
C32 -3.6594 -0.4061 -0.9188  0.112
H38 -2.1028 0.2163 3.2660  0.127
H39 1.5154 1.3984 -4.5641  0.217
O5 2.3479 0.5906 -0.6509  0.161
C33 1.8492 -2.9356 2.5005  -2.256
H40 -2.2315 1.8780 -4.4998  0.374